# C84H104O52

20 unconnected molecules or ions with the total composition C84H104O52 (the ωB97M-V functional and the def2-TZVPD basis, the Open Molecules 2025 dataset).

Positions of all 240 atoms, in Å:
C1 -4.2417 -29.5311 21.2161
O1 -4.4819 -28.2580 21.9848
C2 -5.0043 -28.4344 23.1762
O2 -5.2827 -27.5402 23.9143
O3 -5.0671 -29.7249 23.5833
C3 -5.6727 -29.8708 24.9738
H1 -5.1756 -30.0761 21.1918
H2 -3.4715 -30.0754 21.7478
H3 -3.8870 -29.1712 20.2854
H4 -4.8382 -29.8434 25.6898
H5 -6.0889 -30.8707 24.9349
H6 -6.4877 -29.1978 25.1738
C4 -0.4537 -26.1080 21.9645
O4 -0.0556 -27.0111 20.8632
C5 -0.4836 -28.2839 21.1230
O5 -1.2663 -28.6922 21.9057
O6 0.1220 -29.0939 20.2584
C6 -0.1440 -30.5257 20.3203
H7 -0.0439 -26.4798 22.8957
H8 -1.5426 -25.9780 21.9644
H9 -0.0146 -25.1621 21.6124
H10 -1.2138 -30.6933 20.1845
H11 0.1789 -30.9407 21.2898
H12 0.3144 -30.9746 19.4630
C7 -12.6391 -27.8851 19.7963
O7 -13.0258 -28.2286 21.1660
C8 -12.7280 -27.3244 22.0800
O8 -12.9166 -27.4992 23.2576
O9 -12.2947 -26.1585 21.6070
C9 -11.9488 -25.1803 22.6771
H13 -11.7140 -28.3940 19.5622
H14 -12.5603 -26.8233 19.6923
H15 -13.4272 -28.2601 19.1561
H16 -11.6113 -25.7934 23.5599
H17 -12.8778 -24.6150 22.8965
H18 -11.1169 -24.6438 22.2299
C10 -2.6931 -20.9321 18.9108
O10 -4.1264 -20.5736 18.7564
C11 -4.3663 -19.3287 18.5016
O11 -3.6053 -18.4482 18.3310
O12 -5.7114 -19.1454 18.5219
C12 -6.1509 -17.9450 17.9473
H19 -2.3746 -20.6934 19.9225
H20 -2.1576 -20.3679 18.1865
H21 -2.6738 -22.0241 18.7218
H22 -6.0882 -17.0871 18.6649
H23 -7.1715 -18.1608 17.6998
H24 -5.5332 -17.6016 17.1274
C13 3.6567 -20.3034 20.5552
O13 2.2830 -20.7061 20.8357
C14 1.4389 -20.5912 19.8151
O14 0.3423 -20.9845 19.9648
O15 1.9778 -19.9906 18.7398
C15 1.1340 -20.0808 17.5746
H25 3.8472 -19.2302 20.6840
H26 3.9656 -20.6279 19.5552
H27 4.2285 -20.8300 21.3022
H28 1.3579 -19.2629 16.9228
H29 0.0834 -20.0789 17.9106
H30 1.3847 -21.0016 17.0165
C16 -4.1135 -22.4760 26.5377
O16 -3.0730 -21.4860 27.0677
C17 -3.3309 -20.1978 26.7011
O17 -2.5982 -19.3045 27.0261
O18 -4.4805 -20.1414 25.9430
C18 -4.7475 -18.7945 25.5784
H31 -3.6395 -23.4386 26.6771
H32 -4.2701 -22.2235 25.4995
H33 -5.0307 -22.2914 27.0852
H34 -4.0820 -18.4937 24.7627
H35 -4.6770 -18.0700 26.4226
H36 -5.7638 -18.8018 25.1857
C19 -1.9862 -22.1282 23.5321
O19 -0.6888 -21.5915 23.6787
C20 0.2947 -22.4452 23.6128
O20 0.1349 -23.5967 23.3951
O21 1.4388 -21.8452 23.8050
C21 2.6003 -22.6495 23.9978
H37 -2.1547 -22.6855 24.4749
H38 -2.0708 -22.8304 22.7262
H39 -2.6714 -21.2792 23.4198
H40 3.3775 -21.9729 23.7385
H41 2.5833 -23.4744 23.3399
H42 2.6307 -22.9948 25.0292
C22 -6.3828 -20.1856 22.4343
O22 -5.4184 -21.2549 22.6978
C23 -5.9609 -22.4032 23.0301
O23 -7.1382 -22.6703 23.0559
O24 -4.9937 -23.2711 23.2901
C24 -5.4773 -24.6076 23.6783
H43 -7.0969 -20.5096 21.6720
H44 -5.7944 -19.3387 22.0803
H45 -6.9868 -19.9980 23.3552
H46 -5.9630 -25.0682 22.8501
H47 -6.0697 -24.4661 24.6041
H48 -4.6011 -25.1461 23.8569
C25 -1.8662 -18.3114 21.7213
O25 -3.3231 -18.3381 21.4003
C26 -3.9210 -17.1466 21.1780
O26 -4.9923 -17.1604 20.6525
O27 -3.1468 -16.0308 21.3881
C27 -3.9157 -14.7561 21.0360
H49 -1.7541 -18.1612 22.7898
H50 -1.3533 -17.5665 21.1290
H51 -1.4579 -19.3168 21.5287
H52 -4.3458 -14.8965 20.0278
H53 -3.0954 -14.0535 21.0941
H54 -4.6371 -14.6245 21.8391
C28 -9.8159 -17.1138 25.5104
O28 -9.0227 -16.3323 24.5807
C29 -9.0303 -16.6879 23.3340
O29 -9.6751 -17.6015 22.9150
O30 -8.2250 -15.9096 22.6392
C30 -8.2214 -16.2646 21.2802
H55 -10.6303 -17.5561 24.9104
H56 -10.2121 -16.3874 26.2107
H57 -9.2207 -17.8432 26.0301
H58 -7.8330 -17.2605 21.1342
H59 -7.4892 -15.5499 20.8981
H60 -9.1847 -16.1164 20.8040
C31 -4.3669 -23.1356 16.2464
O31 -5.4766 -23.4251 15.4043
C32 -6.5701 -22.6387 15.5533
O32 -7.5467 -22.8968 14.9582
O33 -6.4948 -21.7147 16.5006
C33 -7.7376 -20.9389 16.4701
H61 -4.0116 -22.1578 15.9612
H62 -3.6368 -23.9341 16.1259
H63 -4.7250 -23.2528 17.2458
H64 -7.8630 -20.3894 15.5385
H65 -7.5522 -20.2673 17.2988
H66 -8.6257 -21.5371 16.6981
C34 -8.9233 -26.9382 21.8986
O34 -9.7890 -28.1118 22.0549
C35 -9.1356 -29.1365 22.5587
O35 -7.9975 -29.1515 22.8907
O36 -9.9891 -30.2169 22.5506
C36 -9.4252 -31.4590 22.9778
H67 -8.4597 -26.9569 20.9328
H68 -8.3410 -26.8707 22.7885
H69 -9.5580 -26.0404 21.8351
H70 -8.7847 -31.2398 23.8427
H71 -8.7988 -31.8439 22.1892
H72 -10.2821 -32.0802 23.1647
C37 -0.7995 -24.5935 17.9002
C38 -0.4082 -25.8623 17.9352
C39 0.0207 -26.6128 16.7067
O37 0.5644 -27.6757 16.8340
C40 -0.0534 -25.8552 15.4304
C41 -0.3336 -24.5312 15.4355
C42 -0.6782 -23.8023 16.6421
O38 -0.7718 -22.6064 16.5885
H73 -1.0478 -24.0795 18.8392
H74 -0.3534 -26.3873 18.8619
H75 0.2148 -26.3938 14.5257
H76 -0.3352 -23.9678 14.5048
C43 -10.0134 -21.8715 22.2883
C44 -9.6878 -22.0973 21.0222
C45 -10.0673 -21.1704 19.9179
O39 -9.7471 -21.2959 18.7524
C46 -10.9065 -20.0141 20.3346
C47 -11.2898 -19.7994 21.5771
C48 -10.8104 -20.6511 22.7262
O40 -11.2181 -20.6245 23.8301
H77 -9.7663 -22.5775 23.1021
H78 -9.3006 -23.0728 20.6925
H79 -11.3011 -19.4161 19.5079
H80 -11.8681 -18.9199 21.8763
C49 -11.2645 -22.5730 16.2979
C50 -11.2354 -21.8321 15.1722
C51 -12.4234 -20.9017 14.9977
O41 -12.4869 -20.0808 14.1037
C52 -13.6089 -21.0499 15.9644
C53 -13.5733 -21.8294 17.0137
C54 -12.3508 -22.5788 17.2769
O42 -12.1706 -23.1891 18.2839
H81 -10.4475 -23.2528 16.5581
H82 -10.3664 -21.7874 14.5162
H83 -14.3991 -20.3748 15.7321
H84 -14.3830 -22.0352 17.6878
C55 -1.9463 -29.4051 17.2024
C56 -1.8539 -29.5227 15.8861
C57 -2.5307 -28.5123 15.0071
O43 -2.3650 -28.5192 13.7998
C58 -3.3945 -27.5035 15.7490
C59 -3.3979 -27.4438 17.0748
C60 -2.6048 -28.3267 17.8771
O44 -2.5271 -28.1345 19.0996
H85 -1.5146 -30.1448 17.8505
H86 -1.2652 -30.2637 15.3605
H87 -4.0418 -26.8252 15.1961
H88 -4.0820 -26.7803 17.5934
C61 -2.4092 -28.7841 27.3263
C62 -2.9466 -27.5608 27.3032
C63 -3.0951 -26.7851 26.0403
O45 -3.5951 -25.6698 26.0388
C64 -2.5279 -27.5216 24.7722
C65 -2.1113 -28.7641 24.8957
C66 -2.0178 -29.5442 26.1429
O46 -1.7098 -30.7201 26.0982
H89 -2.3707 -29.2666 28.2929
H90 -3.1458 -27.0531 28.2495
H91 -2.5589 -26.9953 23.8401
H92 -1.6795 -29.2082 23.9826
C67 -5.5025 -25.8818 20.1853
C68 -4.2755 -25.4917 20.4037
C69 -3.8393 -24.0560 20.4695
O47 -2.6874 -23.7288 20.7374
C70 -4.9276 -23.0408 20.2158
C71 -6.1644 -23.4167 19.9205
C72 -6.5956 -24.8555 19.8978
O48 -7.7394 -25.1869 19.8506
H93 -5.7777 -26.9348 20.3021
H94 -3.4687 -26.2066 20.5434
H95 -4.7424 -22.0054 20.4439
H96 -6.9827 -22.7242 19.8607
C73 -5.7461 -32.6524 18.2381
C74 -5.6352 -33.8552 17.6924
C75 -5.6363 -34.1089 16.2011
O49 -5.7125 -35.1998 15.7528
C76 -5.6446 -32.8779 15.3445
C77 -5.5098 -31.6858 15.8890
C78 -5.4622 -31.4173 17.3593
O50 -5.4162 -30.3027 17.8429
H97 -5.8691 -32.4703 19.2945
H98 -5.6996 -34.8234 18.1942
H99 -5.5720 -32.9598 14.2747
H100 -5.5051 -30.8037 15.2724
C79 -8.3500 -25.9506 16.2672
C80 -9.5912 -26.3427 16.2893
C81 -9.9833 -27.6081 17.0956
O51 -11.1293 -28.0224 17.1455
C82 -8.8192 -28.1874 17.8474
C83 -7.6064 -27.6796 17.8550
C84 -7.2695 -26.5145 17.1420
O52 -6.1698 -25.9819 17.1498
H101 -7.9889 -25.0536 15.7740
H102 -10.3575 -25.8353 15.6628
H103 -9.0922 -29.0343 18.4543
H104 -6.8020 -28.2252 18.3268

As for the HOMO energy: -0.361 Ha. As for the calculated total energy: -195252.7677 eV. As for the HOMO-LUMO gap: 7.8 eV. The LUMO energy comes out at -2.0 eV.

# C3H5O3

2 unconnected molecules or ions with the total composition C3H5O3 (the ωB97M-V functional and the def2-TZVPD basis, the Open Molecules 2025 dataset).

Positions of all 11 atoms, in Å:
O1 1.3704 -2.0122 -0.8148
C1 0.7069 -1.1857 -0.2234
C2 1.2525 -0.3753 0.9161
H1 -0.3775 -1.1184 -0.3920
H2 0.5028 -0.3683 1.7117
H3 1.2612 0.6716 0.6149
H4 2.2501 -0.7432 1.1413
O2 -2.5132 0.4935 -0.1341
C3 -1.7421 1.2622 -0.7241
O3 -0.5076 1.4002 -0.6161
H5 -2.2035 1.9756 -1.4793

As for the HOMO energy: -0.156 Ha. As for the calculated total energy: -9335.6996 eV. The total charge is -1. As for the HOMO-LUMO gap: 8.4 eV. The LUMO energy comes out at 4.2 eV.

# C8H14O2

A single C8H14O2 molecule (the ωB97M-V functional and the def2-TZVPD basis, the Open Molecules 2025 dataset).

Positions of all 24 atoms, in Å:
O1 -1.6819 2.3893 -1.9775
C1 -0.7596 1.9704 -1.0327
C2 -0.8248 0.4734 -0.8154
O2 -1.2670 -0.2009 -2.1511
C3 0.3099 -0.2733 -0.1288
C4 0.4216 0.0786 1.3332
C5 -0.4549 -0.6020 2.3500
C6 1.0320 -0.8288 2.3620
C7 1.5790 -0.5257 -0.8998
C8 0.6425 -1.6633 -0.5929
H1 -2.4303 1.6824 -2.1642
H2 -0.8433 2.4980 -0.0689
H3 0.3154 1.8365 -1.4724
H4 -1.7007 0.3518 -0.1442
H5 -1.1523 0.3983 -2.8944
H6 0.6042 1.1410 1.5158
H7 -1.0795 -1.4208 1.9867
H8 -0.9008 -0.0057 3.1466
H9 1.6134 -0.3617 3.1572
H10 1.4015 -1.8073 2.0550
H11 1.6239 -0.1769 -1.9325
H12 2.5171 -0.4703 -0.3452
H13 0.9507 -2.4049 0.1441
H14 0.0838 -2.0781 -1.4306

As for the HOMO energy: -0.359 Ha. As for the calculated total energy: -12615.0772 eV. As for the HOMO-LUMO gap: 10.6 eV. The LUMO energy comes out at 0.8 eV.

# C3H12N2O

2 unconnected molecules or ions with the total composition C3H12N2O (the ωB97M-V functional and the def2-TZVPD basis, the Open Molecules 2025 dataset).

Positions of all 18 atoms, in Å:
C1 2.2737 0.2799 0.3354
N1 0.8642 0.5731 0.4741
C2 -0.0109 -0.5080 0.9405
C3 -1.1123 -0.8674 -0.0887
N2 -2.3951 -1.2430 0.5306
H1 2.4289 -0.6310 -0.2523
H2 2.8033 0.0943 1.2821
H3 2.7535 1.0872 -0.1960
H4 0.7527 1.3634 1.1057
H5 0.6037 -1.3729 1.1858
H6 -0.5926 -0.1828 1.8044
H7 -1.2972 -0.0067 -0.7334
H8 -0.8498 -1.6839 -0.7682
H9 -2.9958 -0.4497 0.7116
H10 -2.2661 -1.6943 1.4264
O1 -0.6889 1.8845 -2.5775
H11 -0.1910 1.6111 -3.3528
H12 -0.0804 1.7463 -1.8275

As for the HOMO energy: -0.323 Ha. As for the calculated total energy: -8332.6829 eV. As for the HOMO-LUMO gap: 9.7 eV. The LUMO energy comes out at 0.9 eV.

# C10H20ClIO3PW

A molecular structure, C10H20ClIO3PW (the ωB97M-V functional and the def2-TZVPD basis, the Open Molecules 2025 dataset).

Positions of all 37 atoms, in Å:
C1 0.6437 6.4700 -3.6044
C2 -0.1488 6.4357 -2.4128
H1 0.6714 7.5065 -4.0015
H2 0.1750 5.8060 -4.3461
H3 1.6650 6.1375 -3.3427
O1 -0.7579 6.9245 -1.5468
I1 -0.5217 3.6277 -1.3776
W1 -0.0401 1.1890 -1.6814
P1 -1.7399 -0.2766 -1.6733
C3 -3.0322 -0.5565 -0.4697
C4 -2.1681 0.8794 -2.9903
H4 -0.5173 -1.7571 -3.1249
H5 -2.2981 -2.0555 -3.1204
H6 -1.2578 -2.5989 -1.7312
C5 -1.4158 -1.8361 -2.5017
H7 -1.2640 1.4355 -3.3674
H8 -2.5493 0.2175 -3.7816
H9 -3.9647 -0.8515 -1.0029
H10 -3.2090 0.3515 0.1412
H11 -2.9666 1.5688 -2.6865
H12 -2.7055 -1.3781 0.2046
C6 -0.1704 0.5458 0.1972
O2 -0.2563 0.2316 1.3369
Cl1 1.7017 0.0049 -2.5031
C7 2.0316 -3.0262 1.7231
C8 0.6636 -3.5142 2.2293
C9 -0.3201 -3.1302 1.1156
O3 0.2837 -2.1159 0.3026
C10 1.6643 -1.9661 0.6848
H13 2.6314 -2.6069 2.5287
H14 2.5397 -3.8582 1.2131
H15 0.3629 -2.9761 3.1370
H16 0.6331 -4.5787 2.4361
H17 -0.4880 -4.0234 0.4821
H18 -1.2747 -2.7541 1.5305
H19 1.8321 -0.9553 1.0788
H20 2.2505 -2.0401 -0.2288

As for the HOMO energy (spin up / spin down): -0.647 / -0.647 Ha. As for the calculated total energy: -48542.1755 eV. The total charge is +3. Its spin multiplicity is 3. As for the HOMO-LUMO gap (spin up / spin down): 4.7 / 4.6 eV. Its expectation value of S² is 2.02. The LUMO energy (spin up / spin down) comes out at -12.9 / -13.0 eV.

# C14H32IN2O

3 unconnected molecules or ions with the total composition C14H32IN2O (the ωB97M-V functional and the def2-TZVPD basis, the Open Molecules 2025 dataset).

Positions of all 50 atoms, in Å:
I1 -2.2252 1.9386 -2.2859
C1 -2.2690 5.4480 2.3899
C2 -2.6322 4.8106 1.0952
O1 -2.6493 5.3760 0.0291
N1 -2.8397 3.2970 1.1463
H1 -2.5376 2.9190 0.2598
H2 -2.1984 2.8757 1.8031
C3 -4.3033 2.9433 1.5490
H3 -3.1537 5.7926 2.9252
H4 -1.6714 6.3380 2.1922
H5 -1.6836 4.8225 3.0638
H6 -4.5500 3.1837 2.5832
H7 -4.4637 1.8845 1.3459
H8 -5.0308 3.5215 0.9793
C4 3.0700 -1.7459 3.2952
C5 2.9142 -2.5289 1.9954
C6 1.5877 -2.2218 1.2163
C7 1.5963 -2.6816 -0.2603
N2 0.5705 -1.9799 -1.1451
C8 -0.8786 -2.2085 -0.6990
C9 -1.7647 -2.0171 -1.9459
C10 -0.7738 -2.3685 -3.1059
C11 0.5694 -2.6325 -2.5819
C12 0.8893 -0.4632 -1.3671
C13 2.3231 -0.0470 -1.8481
C14 2.4572 1.3698 -1.2925
H9 3.1950 -0.6753 3.1333
H10 3.9415 -2.0981 3.8471
H11 2.2438 -1.9016 3.9889
H12 2.9296 -3.6045 2.1711
H13 3.7284 -2.2896 1.3114
H14 1.4599 -1.1401 1.1747
H15 0.7352 -2.7032 1.6954
H16 1.6156 -3.7713 -0.2771
H17 2.5481 -2.4835 -0.7531
H18 -1.1249 -1.5629 0.1440
H19 -0.8770 -3.1931 -0.2316
H20 -2.0402 -0.9667 -2.0404
H21 -2.6443 -2.6472 -2.0773
H22 -0.7966 -1.5016 -3.7662
H23 -1.1739 -3.1737 -3.7221
H24 1.4539 -2.3798 -3.1666
H25 0.6579 -3.7058 -2.4136
H26 0.5504 -0.1248 -0.3880
H27 0.2074 -0.1285 -2.1488
H28 2.3633 -0.0748 -2.9370
H29 3.1088 -0.6373 -1.3766
H30 2.8910 1.3013 -0.2948
H31 1.5160 1.9195 -1.2863
H32 3.1581 1.9161 -1.9237

As for the HOMO energy: -0.360 Ha. As for the calculated total energy: -28158.5134 eV. The total charge is +1. As for the HOMO-LUMO gap: 7.0 eV. The LUMO energy comes out at -2.8 eV.